one:
{
  "formula": "C5H10NO2",
  "method": "ωB97M-V/def2-TZVPD",
  "total_charge": 1,
  "elements": ["O", "O", "N", "C", "C", "C", "C", "C", "H", "H", "H", "H", "H", "H", "H", "H", "H", "H"],
  "positions_angstrom": [[0.502, -1.516, -0.220], [-3.063, 0.782, -0.363], [0.298, 2.129, 0.097], [-0.079, 0.693, -0.049], [-2.674, -0.212, 0.021], [0.844, -0.209, -0.169], [2.431, -0.043, -0.204], [-2.379, -1.471, 0.494], [-1.313, -1.434, 0.335], [-2.712, -2.373, -0.124], [2.683, -0.145, 0.783], [1.313, 2.230, -0.229], [-2.547, -1.664, 1.486], [2.878, 0.843, -0.656], [-0.217, 2.653, -0.677], [1.069, -2.003, -0.807], [0.169, 2.639, 1.009], [2.796, -0.899, -0.728]],
  "lowdin_charge": [-0.01, 0.31, 0.11, -0.12, -0.07, -0.43, 0.01, 0.05, 0.06, 0.18, 0.05, 0.15, 0.10, 0.08, 0.18, 0.11, 0.18, 0.07]
}

---

two:
{
  "formula": "C5H10NO2",
  "method": "ωB97M-V/def2-TZVPD",
  "total_charge": 1,
  "elements": ["O", "O", "N", "C", "C", "C", "C", "C", "H", "H", "H", "H", "H", "H", "H", "H", "H", "H"],
  "positions_angstrom": [[-2.621, 0.598, 0.366], [-0.754, 1.506, -0.845], [-0.123, -0.398, 1.261], [0.636, -0.941, -0.906], [-0.700, -0.759, -0.091], [1.715, -0.008, -0.231], [-1.474, 0.454, -0.596], [1.216, 0.409, 1.143], [1.783, 0.855, -0.970], [-2.723, 1.510, 0.261], [-1.905, 0.020, -1.502], [-0.794, 0.019, 1.886], [1.790, 0.048, 1.986], [-1.188, -1.651, 0.023], [0.428, -0.622, -1.927], [0.954, -1.980, -0.875], [2.656, -0.546, -0.270], [1.104, 1.489, 1.289]],
  "lowdin_charge": [0.07, 0.16, 0.17, -0.08, -0.14, -0.14, -0.37, -0.06, 0.14, 0.07, 0.24, 0.14, 0.13, 0.15, 0.12, 0.13, 0.12, 0.14]
}

---

Computed energies relative to the best structure, in hartree: one 0.0000; two 0.0457

---

one:
{
  "formula": "C3H5NO2S2",
  "method": "ωB97M-V/def2-TZVPD",
  "total_charge": 0,
  "elements": ["S", "S", "O", "O", "N", "C", "C", "C", "H", "H", "H", "H", "H"],
  "positions_angstrom": [[1.024, -1.143, -0.492], [-1.710, -0.225, 0.287], [-1.987, -1.645, 0.122], [2.408, -0.993, -0.039], [0.656, 0.375, 1.866], [0.384, 0.535, -0.915], [-1.051, 0.461, -1.328], [0.076, -0.104, 0.707], [0.250, -0.013, 2.708], [1.069, 1.341, -1.097], [1.660, 0.196, 1.848], [-1.507, 1.431, -1.512], [-1.272, -0.215, -2.154]],
  "lowdin_charge": [0.97, 0.94, -0.53, -0.53, 0.04, -0.34, -0.33, -0.67, 0.09, 0.11, 0.08, 0.09, 0.09]
}

---

two:
{
  "formula": "C3H5NO2S2",
  "method": "ωB97M-V/def2-TZVPD",
  "total_charge": 0,
  "elements": ["S", "S", "O", "O", "N", "C", "C", "C", "H", "H", "H", "H", "H"],
  "positions_angstrom": [[-2.248, -0.497, -0.157], [3.041, 0.146, -0.125], [1.655, -1.869, -0.392], [-0.151, 1.770, -0.798], [-0.574, -1.049, 0.110], [1.581, -0.585, 0.003], [-0.101, 1.213, 0.511], [0.313, -0.121, 0.339], [-2.655, -1.721, -0.430], [-1.160, 1.831, -1.164], [0.725, 1.754, 1.280], [-1.136, 1.278, 1.082], [0.711, -2.149, -0.258]],
  "lowdin_charge": [0.82, 0.78, -0.04, -0.10, -0.22, -0.84, -0.32, -0.46, -0.15, 0.15, 0.18, 0.11, 0.08]
}

---

three:
{
  "formula": "C3H5NO2S2",
  "method": "ωB97M-V/def2-TZVPD",
  "total_charge": 0,
  "elements": ["S", "S", "O", "O", "N", "C", "C", "C", "H", "H", "H", "H", "H"],
  "positions_angstrom": [[-0.989, 1.925, 0.227], [-1.882, -1.019, -0.556], [1.737, -0.161, -0.812], [-0.070, -1.682, 1.143], [1.200, 0.884, -0.101], [-0.465, -0.733, 0.368], [-0.082, 0.662, 0.118], [2.956, -0.556, -0.019], [3.178, -1.586, -0.392], [-2.045, -2.195, -0.019], [2.808, -0.442, 1.290], [4.194, 0.096, -0.315], [1.615, 1.948, -0.031]],
  "lowdin_charge": [0.79, 0.90, -0.18, -0.05, -0.13, -0.76, -0.98, -0.09, 0.05, -0.11, 0.17, 0.16, 0.23]
}

---

Computed energies relative to the best structure, in hartree: one 0.0186; two 0.0000; three 0.0977

---

one:
{
  "formula": "C5H6N2",
  "method": "ωB97M-V/def2-TZVPD",
  "total_charge": 0,
  "elements": ["N", "N", "C", "C", "C", "C", "C", "H", "H", "H", "H", "H", "H"],
  "positions_angstrom": [[-1.413, -0.301, 2.311], [-0.682, -0.571, -0.836], [-0.030, 0.800, -0.944], [-0.593, 0.234, 1.576], [0.695, -1.058, -0.468], [1.214, 0.351, -0.562], [-1.147, 0.276, 0.205], [0.509, 0.516, 1.664], [-2.160, 0.638, 0.052], [-0.392, 1.649, -1.512], [2.207, 0.765, -0.677], [1.051, -1.693, -1.286], [0.743, -1.606, 0.477]],
  "lowdin_charge": [0.19, 0.01, -0.16, -0.33, -0.15, -0.05, -0.21, 0.12, 0.13, 0.13, 0.10, 0.12, 0.11]
}

---

two:
{
  "formula": "C5H6N2",
  "method": "ωB97M-V/def2-TZVPD",
  "total_charge": 0,
  "elements": ["N", "N", "C", "C", "C", "C", "C", "H", "H", "H", "H", "H", "H"],
  "positions_angstrom": [[-1.658, -1.729, -0.958], [-0.344, -0.136, 0.021], [-0.108, 1.132, 0.547], [1.254, 1.345, 0.657], [1.893, 0.126, 0.283], [-1.494, -0.590, -0.480], [0.913, -0.760, -0.073], [-2.575, -1.963, -1.221], [-2.599, 0.606, -0.403], [3.008, -0.059, 0.293], [1.771, 2.166, 0.996], [0.985, -1.838, -0.416], [-1.045, 1.699, 0.755]],
  "lowdin_charge": [0.12, -0.13, -0.09, -0.08, -0.10, -0.30, -0.08, 0.03, 0.21, 0.12, 0.07, 0.13, 0.10]
}

---

three:
{
  "formula": "C5H6N2",
  "method": "ωB97M-V/def2-TZVPD",
  "total_charge": 0,
  "elements": ["N", "N", "C", "C", "C", "C", "C", "H", "H", "H", "H", "H", "H"],
  "positions_angstrom": [[0.581, 2.313, 0.636], [-0.912, -0.497, 0.715], [-0.908, 0.594, -0.474], [0.286, -1.086, 0.018], [0.105, -0.274, -1.251], [0.420, -0.359, 1.306], [-0.232, 1.786, -0.002], [-0.393, -0.868, -2.023], [0.674, -0.867, 2.235], [0.985, 0.212, -1.674], [-1.902, 0.770, -0.895], [0.437, -2.160, -0.050], [0.732, 0.690, 1.381]],
  "lowdin_charge": [0.17, 0.04, -0.22, -0.23, -0.10, -0.13, -0.18, 0.11, 0.11, 0.11, 0.14, 0.13, 0.05]
}

---

Computed energies relative to the best structure, in hartree: one 0.1234; two 0.0000; three 0.0173